# C19H15BF4IrN3O2S

A molecular structure, C19H15BF4IrN3O2S (the ωB97M-V functional and the def2-TZVPD basis, OMol25).

The geometry in XYZ format:
```
46
Properties=species:S:1:pos:R:3:forces:R:3
Ir -0.1407 0.2844 0.4017 -0.457 -0.363 0.514
O 0.2040 -1.4723 1.1616 -0.227 0.375 0.245
C 1.0298 -2.3500 0.6352 0.160 -0.271 -0.136
C 0.8947 -3.6823 1.0781 -0.074 0.153 -0.036
C 1.7241 -4.6557 0.5949 0.083 -0.064 -0.049
C 2.7352 -4.3528 -0.3391 -0.059 -0.083 0.058
C 2.9008 -3.0661 -0.7598 -0.026 0.143 -0.012
C 2.0555 -2.0286 -0.2949 -0.017 -0.219 0.052
C 2.3775 -0.6985 -0.6504 -0.084 0.392 0.016
N 1.6434 0.3306 -0.3280 0.325 -0.109 -0.348
N 2.1654 1.5859 -0.5229 0.039 0.081 0.008
C 1.4317 2.4744 0.0872 0.329 -0.069 -0.155
O 0.3806 2.1016 0.8136 -0.398 0.074 -0.246
C 1.7251 3.9020 0.0043 -0.029 0.034 0.044
C 2.9276 4.3430 -0.5498 0.002 0.008 -0.019
C 3.1812 5.6989 -0.6345 0.000 -0.007 0.002
C 2.2374 6.6121 -0.1786 -0.005 0.008 0.002
C 1.0391 6.1736 0.3674 0.004 0.000 0.001
C 0.7791 4.8175 0.4661 0.036 -0.012 0.008
H 0.1240 -3.8957 1.8061 0.000 -0.018 0.008
H 1.6115 -5.6748 0.9406 -0.016 0.009 0.009
H 3.3828 -5.1380 -0.7020 0.008 0.015 -0.013
H 3.6903 -2.8088 -1.4543 0.008 -0.019 0.000
H 3.3034 -0.4673 -1.1666 0.046 -0.046 0.067
H 3.6520 3.6226 -0.9037 -0.005 -0.002 0.001
H 4.1139 6.0481 -1.0558 0.000 -0.002 -0.002
H 2.4389 7.6727 -0.2506 0.000 -0.001 0.001
H 0.3072 6.8885 0.7169 -0.001 -0.002 0.001
H -0.1513 4.4635 0.8875 -0.005 0.006 0.007
F -1.9754 0.6273 1.3947 0.227 -0.384 -0.135
B -3.0309 1.5482 0.5321 -0.249 -0.027 0.067
F -2.3378 1.7293 -0.6430 0.103 0.174 0.138
F -4.0913 0.6958 0.4168 0.040 -0.048 -0.017
F -3.2182 2.6404 1.2854 0.079 -0.013 -0.020
S -1.1101 -0.8992 -1.2894 0.165 -0.005 -0.121
C -2.3109 -2.0039 -0.6774 0.020 0.093 0.028
N -2.8112 -1.9293 0.5655 0.095 0.199 0.095
C -3.7702 -2.7514 1.0337 -0.039 -0.005 0.025
C -4.2816 -3.7349 0.2345 0.021 0.027 0.044
C -3.7877 -3.8502 -1.0669 0.035 -0.004 -0.033
C -2.8048 -2.9985 -1.5215 -0.018 -0.011 -0.017
H -2.5064 -1.1516 1.1563 -0.090 -0.015 -0.067
H -4.0937 -2.5634 2.0467 -0.013 -0.008 -0.007
H -5.0510 -4.3917 0.6101 -0.005 0.008 0.000
H -4.1760 -4.6158 -1.7253 0.003 0.002 -0.001
H -2.4069 -3.0799 -2.5228 -0.009 0.005 -0.006
```
Positions in Å, forces in eV/Å.

The expectation value of S² is 0.77. As for the HOMO energy (spin up / spin down): -11.5087 / -11.5716 eV. For the LUMO energy (spin up / spin down), the calculation gives -4.90 / -6.08 eV. Its spin multiplicity is 2. Its charge is +1. The value obtained for the maximum force is 0.8 eV Å⁻¹.

# C19H15Cl4F3

4 unconnected molecules or ions with the total composition C19H15Cl4F3 in a non-equilibrium geometry (the ωB97M-V functional and the def2-TZVPD basis, OMol25).

The geometry in XYZ format:
```
41
Properties=species:S:1:pos:R:3:forces:R:3
F -1.5228 1.6419 3.9197 0.565 1.608 -1.892
C -1.5489 2.4817 2.8346 -2.926 -2.594 3.315
C -2.7938 2.8348 2.3970 -2.892 2.318 -2.495
C -2.9055 3.6961 1.2752 1.602 -1.095 1.247
C -1.6728 4.1112 0.6208 -1.328 -0.457 0.161
C -0.4391 3.6142 1.0684 -0.064 -0.187 0.620
C -0.4465 2.8437 2.1952 4.565 -0.166 -1.089
H -3.7085 2.5171 2.8752 0.140 -0.203 0.239
H -3.8751 4.0062 0.9144 0.068 0.061 -0.019
H -1.6591 4.7311 -0.2635 -0.374 0.166 0.000
H 0.4721 3.8213 0.5269 0.030 0.005 0.077
H 0.4229 2.3259 2.5725 0.593 0.411 -0.157
F 5.0168 -2.7719 -1.2498 -0.330 0.036 -1.133
C 5.1245 -2.5362 -2.6067 4.880 -1.012 1.919
C 6.4449 -2.6630 -3.1317 -0.295 0.365 -2.666
C 6.6547 -2.3616 -4.5209 -0.898 0.399 0.658
C 5.5948 -1.9942 -5.3800 0.123 -0.126 2.831
C 4.3550 -1.9539 -4.7475 -0.358 -0.674 -1.239
C 4.1123 -2.2078 -3.3786 -2.169 0.652 -2.146
H 7.3227 -3.0768 -2.6577 -0.326 0.241 0.804
H 7.6139 -2.3287 -5.0162 0.492 -0.480 0.634
H 5.7727 -1.7113 -6.4070 -0.231 -0.235 -0.035
H 3.5422 -1.9485 -5.4586 -0.642 0.644 0.388
H 3.1086 -2.2085 -2.9801 -0.122 0.105 -0.078
F -5.4589 -0.9742 -0.3327 -0.771 0.250 0.031
C -4.9940 -0.8287 0.9122 0.602 -0.352 -0.075
C -5.8502 -0.5790 1.9978 0.531 0.663 0.668
C -5.2815 -0.4160 3.2845 0.492 -0.163 -1.309
C -3.9305 -0.6089 3.4255 1.834 -0.568 -0.839
C -3.0668 -0.9563 2.3172 -1.579 1.522 -0.830
C -3.6025 -0.9725 1.0013 -0.193 -0.210 2.775
H -6.9045 -0.3656 1.9014 -0.053 -0.294 -0.508
H -5.7654 -0.0765 4.1883 -0.781 -0.190 -0.316
H -3.5145 -0.4686 4.4123 0.276 -0.115 0.019
H -1.9880 -0.9663 2.3681 0.034 -0.373 0.562
H -2.9438 -1.1475 0.1635 -0.329 -0.014 -0.218
C 1.6827 -0.4824 0.1804 0.327 -0.380 -0.136
Cl 0.7851 -0.3327 1.6830 -0.230 0.269 0.546
Cl 2.3238 1.1424 -0.2950 -0.187 -0.967 0.169
Cl 2.9393 -1.7047 0.4258 0.026 0.789 -0.118
Cl 0.5839 -1.1253 -1.0355 -0.099 0.346 -0.367
```
Positions in Å, forces in eV/Å.

The expectation value of S² is 0.76. As for the HOMO energy (spin up / spin down): -10.8537 / -10.8537 eV. For the LUMO energy (spin up / spin down), the calculation gives -3.84 / -8.83 eV. Its spin multiplicity is 2. Its charge is +1. The value obtained for the maximum force is 5.3 eV Å⁻¹.

How do the records compare in energy relative to the best compared isomer or geometry (same formula, charge and spin)? In the order shown, they have 1.98; 16.94 kcal per mole.